Here is a molecular structure, C18H41N2OP3SeTi in a non-equilibrium geometry from OMol25. Energies are from wB97M-V/def2-TZVPD.

The geometry in ORCA input format:
```
! wB97M-V def2-TZVPD RIJCOSX def2/J DEFGRID3
* xyz 4 1
Ti -0.259 0.655 0.491
P 1.613 -0.774 -0.239
P 0.251 1.955 -1.475
P -1.247 -1.557 1.076
H -5.198 2.605 -1.316
C -5.173 2.180 -0.307
C -4.081 1.987 0.445
H -3.076 2.198 0.083
C 1.505 -1.840 -1.726
C 3.195 0.077 -0.644
C 2.331 -2.019 0.911
C -1.172 2.970 -1.972
C 1.524 3.208 -1.082
C 0.847 1.379 -3.101
C -3.066 -1.455 1.190
C -0.761 -2.135 2.750
C -1.137 -3.155 0.176
H -6.164 1.989 0.138
H -4.242 1.654 1.474
H 2.485 -2.314 -1.873
H 1.252 -1.258 -2.617
H 0.749 -2.619 -1.596
H 3.944 -0.703 -0.850
H 3.555 0.682 0.197
H 3.114 0.721 -1.526
H 3.255 -2.392 0.443
H 1.676 -2.877 1.093
H 2.593 -1.572 1.878
H -0.826 3.724 -2.690
H -1.618 3.470 -1.106
H -1.939 2.333 -2.432
H 1.570 3.905 -1.927
H 2.505 2.744 -0.932
H 1.226 3.743 -0.169
H 0.986 2.271 -3.727
H 0.105 0.715 -3.562
H 1.804 0.855 -3.035
H -3.461 -2.379 1.638
H -3.500 -1.317 0.190
H -3.359 -0.598 1.804
H -1.418 -2.972 3.031
H -0.892 -1.312 3.464
H 0.284 -2.473 2.778
H -1.820 -3.862 0.669
H -0.134 -3.591 0.193
H -1.453 -3.035 -0.868
C -4.066 -1.404 -3.524
C -4.580 -0.350 -2.732
C -5.957 -0.117 -2.740
C -6.788 -0.897 -3.569
C -6.254 -1.951 -4.332
C -4.882 -2.218 -4.328
Se -2.173 -1.598 -3.550
H -2.093 -0.222 -4.094
H -3.904 0.297 -2.157
H -6.341 0.696 -2.117
H -7.854 -0.665 -3.634
H -6.918 -2.566 -4.939
H -4.404 -3.000 -4.921
N 2.029 0.532 3.889
C 1.821 1.393 2.880
N 2.591 2.501 2.833
O 0.956 1.146 1.967
H 2.635 0.772 4.666
H 1.365 -0.223 4.016
H 2.302 3.225 2.187
H 3.174 2.751 3.620
*
```

**Orbital gap (spin up / spin down)**: 2.79 / 2.77 eV
**Calculated total energy**: -140644.472 eV
**LUMO level (spin up / spin down)**: -15.63 / -15.62 eV

Results of the Mulliken charge analysis, in e, for atoms 1 through 2:
1. Ti -0.4700
2. P 0.9900